Here is a structure of composition C4H16KO4 from the Open Molecules 2025 dataset. Energies are from the ωB97M-V functional and the def2-TZVPD basis.

Atoms and positions in Å:
K (0.1892, -0.1434, -0.0352)
C (0.2297, -2.8939, 2.5422)
O (0.9923, -1.7702, 2.0945)
H (0.0686, -2.8768, 3.6208)
H (-0.7479, -2.8347, 2.0657)
H (0.7005, -3.8346, 2.2601)
H (1.7008, -1.6093, 2.7244)
C (-2.9803, 0.7261, 0.9426)
O (-2.5443, -0.5894, 0.5473)
H (-2.9321, 0.8813, 2.0187)
H (-2.3048, 1.4080, 0.4304)
H (-3.9986, 0.8983, 0.5978)
H (-2.7801, -1.2331, 1.2198)
C (-1.4210, 1.9437, -2.4220)
O (-0.0616, 1.4960, -2.3348)
H (-1.7267, 2.0773, -3.4603)
H (-2.0378, 1.1553, -1.9959)
H (-1.5749, 2.8785, -1.8817)
H (0.4901, 2.1505, -2.7744)
C (3.4368, 0.5313, -1.3533)
O (2.9607, -0.0998, -0.1653)
H (4.0706, -0.1354, -1.9409)
H (2.5612, 0.7929, -1.9433)
H (3.9981, 1.4425, -1.1319)
H (3.7116, -0.3611, 0.3748)

Forces on atoms 1 to 3 (eV/Å):
K 0.2 -0.1 0.0
C -0.2 0.0 0.1
O -0.1 0.1 0.0

## Properties
E_HOMO: -14.07 eV
Gap between HOMO and LUMO: 0.4152 Ha
Total energy: -28917.051 eV
Net charge: +1